(1)
Formula: C3H6ClFO2
Source: OMol25
Level of theory: ωB97M-V/def2-TZVPD

Last column: natural (NBO) charge in e.
CARTESIAN COORDINATES (ANGSTROEM)
O1 0.21 2.39 -1.49  -0.72
C1 -0.47 1.47 -0.62  -0.09
C2 0.49 0.33 -0.28  0.01
O2 1.65 0.86 0.31  -0.71
C3 -0.03 -0.63 0.75  0.18
F1 0.95 -1.53 0.96  -0.34
Cl1 -1.47 -1.46 0.18  -0.05
H1 1.08 2.60 -1.07  0.48
H2 -0.92 1.97 0.28  0.17
H3 -1.37 1.21 -1.21  0.21
H4 0.74 -0.27 -1.21  0.19
H5 2.32 0.18 0.16  0.49
H6 -0.25 -0.08 1.68  0.19

Output
- molecular weight (g mol⁻¹) = 128.5
- 2S+1 = 1
- orbital gap (eV) = 11.38
- E_LUMO (eV) = 0.7
- SMILES = OC[C@@H](O)[C@H](F)Cl
- energy above the lowest of the compared OMol25 structures with the same formula, charge and spin (kcal/mol) = 1.0
- DFT total energy (eV) = -22542.7401

***

(2)
Formula: C14H20N2O2S
Source: OMol25
Level of theory: ωB97M-V/def2-TZVPD

Last column: natural (NBO) charge in e.
CARTESIAN COORDINATES (ANGSTROEM)
C1 -0.35 1.03 -4.84  -0.41
C2 -0.36 -0.48 -5.10  -0.42
C3 -0.14 -1.18 -3.76  -0.22
N1 -0.23 -0.12 -2.76  -0.32
C4 -0.29 -0.38 -1.46  0.24
C5 -0.45 0.62 -0.50  -0.40
C6 -0.32 0.41 0.86  0.04
C7 -0.63 1.39 1.82  -0.07
C8 -0.45 1.09 3.19  -0.13
C9 -0.70 2.05 4.16  -0.22
C10 -1.17 3.32 3.79  -0.15
C11 -1.42 3.61 2.44  -0.23
C12 -1.18 2.64 1.47  -0.17
C13 -0.51 1.21 -3.31  -0.23
H1 0.61 1.46 -5.14  0.22
H2 -1.15 1.55 -5.36  0.23
H3 -1.34 -0.79 -5.49  0.22
H4 0.40 -0.78 -5.82  0.23
H5 -0.91 -1.95 -3.57  0.22
H6 0.84 -1.69 -3.71  0.22
H7 -0.13 -1.42 -1.16  0.24
H8 -0.73 1.61 -0.89  0.20
H9 0.05 -0.55 1.19  0.29
H10 -0.05 0.11 3.44  0.27
H11 -0.54 1.81 5.21  0.23
H12 -1.38 4.07 4.55  0.22
H13 -1.82 4.58 2.15  0.22
H14 -1.38 2.88 0.43  0.20
H15 0.18 1.97 -2.92  0.23
H16 -1.55 1.52 -3.08  0.21
C14 2.48 -3.96 3.43  -0.88
S1 1.33 -3.09 2.37  2.26
N2 1.76 -1.58 2.03  -1.30
O1 1.32 -3.86 1.13  -1.04
O2 0.14 -2.99 3.21  -1.02
H17 1.95 -4.88 3.72  0.23
H18 3.40 -4.21 2.90  0.22
H19 2.74 -3.40 4.33  0.23
H20 1.98 -1.60 1.01  0.33

Output
- molecular weight (g mol⁻¹) = 280.4
- 2S+1 = 1
- orbital gap (eV) = 5.20
- E_LUMO (eV) = -1.8
- energy above the lowest of the compared OMol25 structures with the same formula, charge and spin (kcal/mol) = 106.9
- DFT total energy (eV) = -32749.8992

***

(3)
Formula: C41H69BrCl3F2N8O11P3S
Source: OMol25
Level of theory: ωB97M-V/def2-TZVPD

Last column: Mulliken charge in e.
CARTESIAN COORDINATES (ANGSTROEM)
C1 -1.17 6.08 -1.95  -1.58
C2 -0.15 5.26 -2.76  -0.12
F1 1.03 6.02 -2.68  -0.35
N1 0.06 3.79 -2.57  1.93
C3 1.29 3.43 -3.41  -0.03
C4 1.77 4.20 -4.66  -1.51
C5 3.15 4.92 -4.51  -0.61
Cl1 4.54 3.82 -4.79  -0.20
C6 -1.10 2.96 -3.20  -0.19
O1 -0.79 2.97 -4.62  -0.72
P1 -2.75 3.98 -3.51  0.26
O2 -4.00 3.57 -2.55  -0.42
Cl2 -3.61 3.41 -5.36  -0.25
C7 -1.13 1.42 -2.96  0.64
C8 -2.62 1.00 -2.73  -2.70
P2 -0.95 0.41 -4.66  -0.29
O3 -2.07 0.87 -5.78  -0.33
Cl3 -1.70 -1.60 -4.49  -0.18
C9 -0.12 0.80 -1.85  3.29
C10 -0.91 -0.18 -0.89  -2.35
C11 -2.00 0.25 0.10  -0.16
C12 -2.12 -0.88 1.19  -0.54
C13 -2.97 -0.38 2.39  -0.58
N2 -4.06 -1.28 2.80  0.38
C14 -4.74 -0.88 3.91  -0.49
C15 -5.70 -1.86 4.17  -0.63
C16 -5.56 -2.85 3.15  -0.69
C17 -4.51 -2.46 2.31  -0.31
C18 0.76 -0.33 -2.48  -3.88
O4 1.64 -0.01 -3.55  -0.05
O5 2.56 -1.07 -3.66  -0.44
C19 0.85 1.83 -1.07  -0.46
Br1 0.90 1.29 0.90  0.14
P3 2.73 1.48 -1.15  0.74
N3 3.16 0.07 -0.58  -0.95
O6 3.64 2.47 -0.18  -0.24
O7 3.44 1.63 -2.60  -0.66
C20 0.39 3.37 -1.16  1.41
C21 -0.89 3.41 -0.24  -0.67
O8 -0.85 3.77 0.94  -0.67
O9 -2.04 3.22 -0.74  -0.43
S1 1.46 4.57 -0.19  1.76
O10 0.82 5.84 0.06  -0.70
O11 1.89 4.16 1.10  -0.49
F2 2.83 4.99 -0.95  -0.38
H1 -1.79 5.55 -1.21  0.30
H2 -1.90 6.55 -2.63  0.45
H3 -0.73 6.94 -1.43  0.47
H4 -0.40 5.49 -3.80  0.32
H5 2.15 3.61 -2.74  0.28
H6 1.39 2.36 -3.62  0.11
H7 1.95 3.47 -5.48  0.52
H8 1.11 4.95 -5.11  0.39
H9 3.22 5.50 -3.58  0.28
H10 3.18 5.64 -5.33  0.44
H11 -0.91 3.84 -5.03  0.68
H12 -4.53 4.37 -2.42  0.38
H13 -3.25 1.28 -3.61  0.64
H14 -3.09 1.47 -1.86  0.36
H15 -2.80 -0.07 -2.61  0.73
H16 -1.74 0.56 -6.63  0.38
H17 -0.22 -0.85 -0.35  1.11
H18 -1.41 -0.94 -1.52  0.82
H19 -3.03 0.27 -0.30  0.26
H20 -1.88 1.16 0.69  0.16
H21 -2.53 -1.78 0.70  0.15
H22 -1.12 -1.17 1.57  -0.07
H23 -2.28 -0.33 3.25  0.05
H24 -3.31 0.65 2.20  0.52
H25 -4.60 0.02 4.49  0.39
H26 -6.39 -1.85 5.01  0.40
H27 -6.13 -3.77 3.03  0.39
H28 -4.09 -2.95 1.44  0.52
H29 1.34 -0.86 -1.70  0.76
H30 0.15 -1.20 -2.80  0.93
H31 2.28 -1.60 -4.42  0.32
H32 3.74 0.15 0.24  0.31
H33 4.55 2.14 -0.30  0.35
H34 4.06 0.89 -2.71  0.41
C22 2.85 -1.24 5.06  -1.36
C23 2.05 -0.04 4.55  0.07
C24 0.58 -0.10 4.96  -0.46
C25 -0.04 -1.31 4.40  0.23
N4 -0.52 -2.26 3.96  -0.44
H35 2.48 -2.18 4.64  0.34
H36 3.89 -1.14 4.77  0.39
H37 2.80 -1.30 6.15  0.32
H38 2.13 0.00 3.46  -0.13
H39 2.49 0.88 4.94  0.41
H40 0.04 0.78 4.59  0.30
H41 0.48 -0.11 6.05  0.42
C26 1.60 -4.98 0.29  -1.13
C27 1.13 -5.84 -0.88  -0.35
C28 1.00 -5.04 -2.19  -0.67
C29 0.02 -3.96 -2.02  0.21
N5 -0.75 -3.12 -1.89  -0.22
H42 0.89 -4.19 0.52  0.21
H43 1.71 -5.59 1.19  0.39
H44 2.57 -4.52 0.07  0.31
H45 0.17 -6.29 -0.63  0.18
H46 1.84 -6.66 -1.03  0.41
H47 0.67 -5.70 -3.00  0.32
H48 1.96 -4.61 -2.47  0.34
C30 -1.08 -5.32 7.73  -1.13
C31 -1.33 -5.97 6.38  -0.53
C32 -1.83 -4.97 5.33  0.20
C33 -3.10 -4.37 5.75  0.30
N6 -4.10 -3.91 6.09  -0.48
H49 -1.99 -4.91 8.16  0.35
H50 -0.70 -6.06 8.44  0.35
H51 -0.34 -4.52 7.65  0.26
H52 -2.06 -6.77 6.50  0.31
H53 -0.40 -6.43 6.02  0.33
H54 -1.98 -5.47 4.37  0.24
H55 -1.10 -4.18 5.17  -0.16
C34 -3.45 -5.24 -2.93  -0.88
C35 -2.96 -6.67 -3.05  -0.18
C36 -3.68 -7.63 -2.10  -0.56
C37 -3.46 -7.22 -0.70  0.29
N7 -3.28 -6.90 0.39  -0.43
H56 -3.27 -4.83 -1.94  0.18
H57 -2.93 -4.60 -3.65  0.16
H58 -4.52 -5.17 -3.14  0.42
H59 -1.88 -6.70 -2.85  0.03
H60 -3.10 -7.02 -4.08  0.35
H61 -3.30 -8.65 -2.23  0.32
H62 -4.75 -7.64 -2.31  0.31
C38 5.30 5.20 1.56  -0.80
C39 5.81 6.64 1.63  -0.47
C40 7.31 6.75 1.33  -0.47
C41 8.08 5.98 2.32  0.26
N8 8.69 5.38 3.09  -0.44
H63 5.77 4.57 2.31  0.48
H64 4.22 5.17 1.74  0.09
H65 5.48 4.76 0.58  0.20
H66 5.59 7.04 2.62  0.33
H67 5.26 7.24 0.90  0.28
H68 7.62 7.79 1.38  0.31
H69 7.53 6.37 0.34  0.26

Output
- molecular weight (g mol⁻¹) = 1199.3
- 2S+1 = 1
- orbital gap (eV) = 6.94
- E_LUMO (eV) = -0.3
- energy above the lowest of the compared OMol25 structures with the same formula, charge and spin (kcal/mol) = 0.0
- DFT total energy (eV) = -229815.1899

***

(4)
Formula: C30H25N4O7Rh
Source: OMol25
Level of theory: ωB97M-V/def2-TZVPD

Last column: natural (NBO) charge in e.
CARTESIAN COORDINATES (ANGSTROEM)
Rh1 0.00 -0.12 -0.13  1.04
O1 4.56 3.81 0.55  -0.47
C1 3.67 3.04 0.35  0.40
C2 2.18 3.38 0.18  0.37
O2 1.67 4.47 0.28  -0.54
C3 1.54 2.09 -0.07  0.25
C4 2.43 1.04 0.00  0.20
O3 2.01 -0.19 -0.11  -0.68
C5 3.80 1.51 0.23  0.39
O4 4.82 0.87 0.33  -0.52
O5 0.27 1.87 -0.28  -0.72
C6 -0.16 -4.16 -6.26  -0.26
O6 -0.15 -5.36 -5.51  -0.48
C7 -1.03 -5.49 -4.50  0.30
C8 -2.00 -4.53 -4.18  -0.26
C9 -2.84 -4.74 -3.10  -0.21
C10 -2.74 -5.90 -2.34  0.00
C11 -1.82 -6.88 -2.71  -0.19
C12 -0.96 -6.67 -3.76  -0.24
N1 -3.60 -6.24 -1.24  -0.11
N2 -3.92 -5.43 -0.36  -0.12
C13 -3.39 -4.09 -0.34  0.02
C14 -4.28 -3.04 -0.38  -0.19
C15 -3.85 -1.70 -0.40  -0.31
C16 -2.51 -1.39 -0.32  0.33
O7 -2.04 -0.16 -0.33  -0.74
C17 -1.59 -2.48 -0.20  0.15
N3 -0.28 -2.13 -0.11  -0.42
C18 0.65 -3.06 -0.03  0.07
C19 0.32 -4.42 0.01  -0.24
C20 -0.99 -4.80 -0.07  -0.12
C21 -2.00 -3.82 -0.21  -0.09
H1 0.65 -4.24 -6.98  0.21
H2 0.02 -3.29 -5.61  0.18
H3 -1.11 -4.03 -6.79  0.18
H4 -2.10 -3.63 -4.76  0.22
H5 -3.58 -3.99 -2.86  0.23
H6 -1.80 -7.80 -2.15  0.23
H7 -0.22 -7.41 -4.04  0.23
H8 -5.33 -3.27 -0.44  0.23
H9 -4.58 -0.91 -0.50  0.22
H10 1.68 -2.71 0.02  0.24
H11 1.11 -5.16 0.10  0.23
H12 -1.26 -5.85 -0.02  0.23
C22 -3.59 0.68 2.31  -0.43
N4 -2.96 2.04 2.36  -0.34
C23 -3.81 3.05 1.69  -0.41
C24 -1.57 2.05 1.75  -0.26
C25 -0.67 1.08 2.47  -0.05
C26 -0.49 1.26 3.85  -0.25
C27 0.29 0.40 4.59  -0.22
C28 0.93 -0.65 3.95  -0.18
C29 0.80 -0.81 2.58  -0.26
C30 -0.01 0.04 1.82  -0.01
H13 -4.59 0.74 2.72  0.21
H14 -2.98 -0.01 2.88  0.25
H15 -3.60 0.38 1.26  0.26
H16 -2.87 2.29 3.35  0.42
H17 -3.91 2.76 0.64  0.24
H18 -3.33 4.02 1.76  0.23
H19 -4.79 3.07 2.16  0.22
H20 -1.21 3.07 1.83  0.24
H21 -1.71 1.80 0.71  0.28
H22 -0.95 2.11 4.34  0.19
H23 0.42 0.56 5.65  0.22
H24 1.57 -1.32 4.50  0.22
H25 1.36 -1.59 2.09  0.22

Output
- molecular weight (g mol⁻¹) = 656.5
- 2S+1 = 1
- orbital gap (eV) = 6.71
- E_LUMO (eV) = -0.6
- DFT total energy (eV) = -54814.0231

***

(5)
Formula: C3H2ClNOS
Source: OMol25
Level of theory: ωB97M-V/def2-TZVPD

Last column: natural (NBO) charge in e.
CARTESIAN COORDINATES (ANGSTROEM)
S1 2.25 -0.83 -0.22  0.05
C1 0.66 -0.15 -0.12  0.02
C2 0.18 1.11 -0.11  -0.08
N1 -1.22 1.10 -0.13  -0.46
C3 -1.48 -0.15 -0.13  0.45
Cl1 -3.03 -0.87 -0.14  0.06
O1 -0.44 -1.00 -0.14  -0.41
H1 2.34 -1.22 1.09  0.14
H2 0.73 2.01 -0.10  0.23

Output
- molecular weight (g mol⁻¹) = 135.6
- 2S+1 = 1
- orbital gap (eV) = 10.11
- E_LUMO (eV) = 0.5
- SMILES = Sc1cnc(Cl)o1
- energy above the lowest of the compared OMol25 structures with the same formula, charge and spin (kcal/mol) = 2.3
- DFT total energy (eV) = -30037.9655